1.
Computed, not measured: a molecular structure, C4H7N3O at a distorted geometry, with wB97M-V/def2-TZVPD.

Structure (ORCA input):
```
! wB97M-V def2-TZVPD RIJCOSX def2/J DEFGRID3
* xyz 0 1
C 2.12462 -1.31675 -1.60729
C -0.03634 -0.54883 -0.30700
C -0.61811 1.08617 0.96609
C -1.62382 0.32639 0.66055
H 2.80986 -1.84150 -0.58343
H 2.89719 -0.46949 -2.11506
H 2.28303 -2.35796 -2.19303
H 0.13432 -2.03971 -1.68163
H 0.45493 2.27911 2.11042
H -1.27201 2.53250 2.08639
H -2.76608 0.85625 0.47880
N 0.75174 -1.39466 -1.21625
N 0.57357 0.39055 0.50726
N -0.40124 2.33661 1.41304
O -1.26098 -0.69607 -0.16311
*
```

- energy relative to the best compared isomer or geometry (same formula, charge and spin) (eV) = 4.8673
- gap between HOMO and LUMO (eV) = 8.97
- E (eV) = -10774.8800



2.
Computed, not measured: a molecular structure, C21H29IrO at a distorted geometry, with wB97M-V/def2-TZVPD.

Structure (ORCA input):
```
! wB97M-V def2-TZVPD RIJCOSX def2/J DEFGRID3
* xyz -1 6
Ir -0.11516 0.58792 0.91961
C 1.82396 1.03059 1.20603
C 1.70589 -0.13693 0.22868
C 2.02002 0.42631 -1.06857
H 1.81641 -1.16975 0.54798
C 2.23025 1.81336 -0.94193
C 2.02871 2.20987 0.38882
H 2.13205 3.19979 0.80288
H 2.10947 0.87012 2.24811
H 2.12028 -0.17246 -1.95300
H 2.55347 2.47708 -1.75251
C -2.35913 0.42444 0.96070
C -1.95291 1.75252 1.34000
C -1.27015 2.34705 0.23473
H -2.09441 2.21301 2.32919
C -1.26284 1.40412 -0.84372
C -1.91560 0.20515 -0.39039
H -2.03242 -0.70777 -0.96734
H -2.85110 -0.30767 1.59197
H -0.81720 3.34197 0.21325
H -0.83594 1.55852 -1.84090
O 0.70729 -2.96457 -0.33752
C -0.36817 -0.70727 -4.68293
C 0.23084 -1.89486 -4.52291
C 0.51468 0.53444 -4.62925
C -1.86184 -0.64492 -4.42882
C 0.70006 -2.98836 -1.53639
H 1.30565 -1.95478 -4.33076
H -0.35311 -2.78482 -4.29013
H -0.15930 -3.31000 -2.16286
H 1.53970 -2.64272 -2.14629
H 0.54286 1.20990 -5.51596
H 1.54894 0.20211 -4.37447
H 0.17158 1.09697 -3.73252
H -2.53267 -0.40167 -5.27111
H -1.99902 0.08203 -3.61332
H -2.17080 -1.61124 -3.99166
C 0.63758 0.95255 5.86271
C -0.05707 -0.31205 5.34694
C 0.67448 -1.55802 5.84081
C -1.50548 -0.34140 5.83516
C -0.03483 -0.29800 3.87308
C 0.03059 -0.17283 2.65587
H 0.62064 0.98464 6.95802
H 0.13079 1.84521 5.47755
H 1.68027 0.98161 5.52635
H 0.69194 -1.58442 6.93703
H 0.17252 -2.46221 5.47808
H 1.70779 -1.57037 5.47635
H -2.05773 0.52221 5.44814
H -2.00560 -1.25206 5.48795
H -1.53891 -0.31552 6.93044
*
```

- gap between HOMO and LUMO (alpha / beta) (eV) = 1.99 / 4.79
- E (eV) = -27122.1527



3.
Computed, not measured: a single CH4O4 molecule at a distorted geometry, with wB97M-V/def2-TZVPD.

Structure (ORCA input):
```
! wB97M-V def2-TZVPD RIJCOSX def2/J DEFGRID3
* xyz 0 1
O -0.89673 -0.90421 0.81685
C -0.11452 -0.12123 0.01659
O 0.83211 0.70783 0.59970
O 0.61784 -1.08978 -0.67212
O -0.96283 0.69283 -0.80065
H -1.77605 -0.38201 0.97065
H 1.36275 0.18488 1.21441
H 1.39858 -0.61578 -0.98864
H -0.46114 1.52748 -1.15679
*
```

- energy relative to the best compared isomer or geometry (same formula, charge and spin) (eV) = 0.5908
- SMILES = OC(O)(O)O
- gap between HOMO and LUMO (eV) = 11.55
- E (eV) = -9291.6960



4.
Computed, not measured: a single C5H6IN3O molecule at a distorted geometry, with wB97M-V/def2-TZVPD.

Structure (ORCA input):
```
! wB97M-V def2-TZVPD RIJCOSX def2/J DEFGRID3
* xyz 0 3
C -0.57080 2.34843 0.13116
C 1.57706 1.73198 -0.45421
C -1.03028 1.20646 0.63868
C -0.88232 -0.99755 -0.43366
C -0.63786 -2.42516 0.05860
N 0.67153 2.65270 -0.22660
N 1.50380 0.52607 0.01328
N -1.20067 -0.10640 0.64673
O -1.03972 -0.66681 -1.56512
I 3.03050 -0.84900 -0.35401
H -1.09818 3.33968 0.35924
H 2.51560 1.96208 -1.14098
H 0.29096 -2.68487 -0.46975
H -1.57126 -3.05609 -0.04639
H -0.36262 -2.33742 1.19807
H -1.19573 -0.64410 1.64497
*
```

- energy relative to the best compared isomer or geometry (same formula, charge and spin) (eV) = 2.0330
- gap between HOMO and LUMO (alpha / beta) (eV) = 7.15 / 7.44
- E (eV) = -19894.8586



5.
Computed, not measured: a single C4H5NO molecule at a distorted geometry, with wB97M-V/def2-TZVPD.

Structure (ORCA input):
```
! wB97M-V def2-TZVPD RIJCOSX def2/J DEFGRID3
* xyz 0 1
C 1.17141 0.04470 -0.77502
C -0.05241 0.65521 -0.18187
O -1.21342 -0.06817 -0.95079
C -1.19037 -0.00843 0.42995
C -0.82167 -1.06292 1.34672
N -0.32855 -1.69123 2.18297
H 2.11359 0.25255 -0.26313
H 1.00551 -1.02150 -0.91893
H 1.22028 0.51613 -1.76497
H 0.06335 1.71344 0.11900
H -1.96772 0.67021 0.77607
*
```

- energy relative to the best compared isomer or geometry (same formula, charge and spin) (eV) = 2.6332
- SMILES = C[C@H]1O[C@H]1C#N
- gap between HOMO and LUMO (eV) = 11.51
- E (eV) = -7763.8933



6.
Computed, not measured: a single C6H15NO molecule at a distorted geometry, with wB97M-V/def2-TZVPD.

Structure (ORCA input):
```
! wB97M-V def2-TZVPD RIJCOSX def2/J DEFGRID3
* xyz 0 1
C -0.01753 -2.99148 -0.90386
C -0.14251 -1.53873 -1.49044
C -1.16890 -1.45415 -2.61437
N -0.44912 -0.53109 -0.45303
C 0.23057 0.76077 -0.36102
C 1.04282 1.04442 1.07440
C 0.30019 1.69107 2.32986
O 0.26763 3.10969 2.30052
H -0.70840 -3.64140 -1.40014
H 0.94133 -3.60609 -0.71595
H -0.29445 -2.81199 0.07925
H 0.71016 -1.30005 -1.96118
H -0.83034 -1.91409 -3.49685
H -1.23049 -0.51209 -3.06521
H -2.19071 -1.81311 -2.43829
H -1.41597 -0.58418 -0.00961
H -0.57976 1.61845 -0.59499
H 1.10619 0.85155 -0.99571
H 1.29591 -0.00801 1.42034
H 2.03556 1.44309 0.92859
H 0.99489 1.42438 3.16096
H -0.73255 1.08934 2.47711
H 0.43362 3.53301 3.17136
*
```

- energy relative to the best compared isomer or geometry (same formula, charge and spin) (eV) = 3.6582
- SMILES = CC(C)NCCCO
- gap between HOMO and LUMO (eV) = 9.06
- E (eV) = -10000.0989



Please write out number 5 again, unchanged.
Computed, not measured: a single C4H5NO molecule at a distorted geometry, with wB97M-V/def2-TZVPD.

Structure (ORCA input):
```
! wB97M-V def2-TZVPD RIJCOSX def2/J DEFGRID3
* xyz 0 1
C 1.17141 0.04470 -0.77502
C -0.05241 0.65521 -0.18187
O -1.21342 -0.06817 -0.95079
C -1.19037 -0.00843 0.42995
C -0.82167 -1.06292 1.34672
N -0.32855 -1.69123 2.18297
H 2.11359 0.25255 -0.26313
H 1.00551 -1.02150 -0.91893
H 1.22028 0.51613 -1.76497
H 0.06335 1.71344 0.11900
H -1.96772 0.67021 0.77607
*
```

- energy relative to the best compared isomer or geometry (same formula, charge and spin) (eV) = 2.6332
- SMILES = C[C@H]1O[C@H]1C#N
- gap between HOMO and LUMO (eV) = 11.51
- E (eV) = -7763.8933